{
  "formula": "C36H85NO12S",
  "method": "wB97M-V/def2-TZVPD",
  "homo_energy_ev": -8.97,
  "energy_ev": -75594.2956,
  "charge": 0,
  "homo_lumo_gap_ev": 9.18,
  "smiles": "CCCCCCCCCCC[C@]1(COC)OS(=O)(=O)O[C@H]1C[C@@H](O)CN.CC(C)O.CC(C)O.CC(C)O.CC(C)O.CC(C)O.CC(C)O",
  "lumo_ev": 0.21,
  "species": ["C", "C", "C", "C", "C", "C", "C", "C", "C", "C", "C", "C", "C", "O", "C", "O", "S", "O", "O", "O", "C", "C", "C", "O", "C", "N", "H", "H", "H", "H", "H", "H", "H", "H", "H", "H", "H", "H", "H", "H", "H", "H", "H", "H", "H", "H", "H", "H", "H", "H", "H", "H", "H", "H", "H", "H", "H", "H", "H", "H", "H", "H", "H", "C", "C", "C", "O", "H", "H", "H", "H", "H", "H", "H", "H", "C", "C", "C", "O", "H", "H", "H", "H", "H", "H", "H", "H", "C", "C", "C", "O", "H", "H", "H", "H", "H", "H", "H", "H", "C", "C", "C", "O", "H", "H", "H", "H", "H", "H", "H", "H", "C", "C", "C", "O", "H", "H", "H", "H", "H", "H", "H", "H", "C", "C", "C", "O", "H", "H", "H", "H", "H", "H", "H", "H"],
  "xyz": [[3.79157, -3.74413, 3.80234], [5.26536, -4.50616, 3.67252], [6.43087, -3.37423, 3.91138], [7.14545, -2.81803, 2.54336], [6.28948, -1.66125, 1.74209], [6.32849, -2.00182, 0.10525], [5.36273, -3.30967, -0.10643], [3.88233, -2.98848, -0.73321], [3.09268, -1.72849, -0.04209], [1.87142, -2.14488, 0.96885], [1.69033, -1.00985, 2.17200], [0.21279, -0.26255, 2.13694], [0.10602, 0.65363, 0.78198], [-0.36047, -0.05504, -0.41918], [0.17081, 0.55499, -1.66108], [0.42316, 0.79497, 3.18132], [-1.18804, 1.21700, 3.68230], [-1.53487, 2.70325, 3.39974], [-1.40336, 0.97642, 5.22251], [-2.11400, 0.01391, 2.83356], [-1.10264, -1.04732, 2.71785], [-1.50872, -2.53009, 2.15383], [-2.70469, -2.54434, 1.02857], [-2.16713, -2.49787, -0.37164], [-3.44413, -4.04081, 1.13548], [-2.64696, -4.94511, 0.19586], [3.70818, -3.04083, 2.86855], [3.78519, -3.05002, 4.77330], [2.90796, -4.54288, 3.87009], [5.38209, -5.13452, 2.69168], [5.30969, -5.28650, 4.57162], [7.28494, -3.91214, 4.54882], [5.95875, -2.53614, 4.59353], [8.18600, -2.33003, 2.83404], [7.38649, -3.74354, 1.84651], [5.15500, -1.60007, 2.08744], [6.81913, -0.62984, 1.93317], [5.86666, -1.06336, -0.46780], [7.44758, -2.15347, -0.20799], [5.22534, -3.96901, 0.85238], [5.91672, -4.00425, -0.90359], [3.21513, -3.95460, -0.51737], [3.98610, -2.93012, -1.89908], [2.59635, -1.11772, -0.93934], [3.77344, -0.96392, 0.52593], [2.00147, -3.20107, 1.48692], [0.89332, -2.22130, 0.31902], [2.48760, -0.12666, 2.07460], [1.93053, -1.50756, 3.23003], [-0.52494, 1.63972, 0.90116], [1.21678, 1.01678, 0.53970], [-0.22355, -0.11685, -2.56317], [1.34197, 0.51459, -1.71607], [-0.27345, 1.64891, -1.71805], [-0.78089, -1.25915, 3.84773], [-0.59401, -3.17621, 1.76581], [-1.93380, -3.13690, 3.08986], [-3.45653, -1.65893, 1.21212], [-2.54286, -1.65132, -0.76828], [-4.52965, -3.98431, 0.68972], [-3.38810, -4.50256, 2.20943], [-3.15198, -5.11272, -0.70347], [-2.36152, -5.83236, 0.66608], [-5.08953, -0.96752, -3.78662], [-4.58542, -0.21130, -2.56779], [-5.04690, 1.23721, -2.58430], [-3.16095, -0.25280, -2.54205], [-4.70554, -0.52149, -4.71097], [-4.73938, -2.00509, -3.76758], [-6.18316, -0.96742, -3.82672], [-4.94401, -0.70150, -1.65619], [-4.66141, 1.76139, -3.46604], [-4.66651, 1.77240, -1.70758], [-6.13935, 1.30351, -2.58836], [-2.83361, 0.18036, -3.34785], [-0.74304, -6.02903, -4.50413], [-0.23893, -5.27281, -3.28530], [-0.70041, -3.82430, -3.30181], [1.18554, -5.31431, -3.25956], [-0.35905, -5.58300, -5.42848], [-0.39289, -7.06660, -4.48509], [-1.83667, -6.02893, -4.54423], [-0.59753, -5.76301, -2.37370], [-0.31492, -3.30012, -4.18356], [-0.32002, -3.28911, -2.42509], [-1.79287, -3.75800, -3.30587], [1.51288, -4.88115, -4.06536], [-10.48411, -0.18291, -3.71662], [-9.36372, 0.50412, -2.95225], [-8.86349, -0.36040, -1.80604], [-9.83641, 1.74566, -2.43588], [-11.34328, -0.37492, -3.06411], [-10.84255, 0.45604, -4.53074], [-10.14749, -1.13425, -4.14005], [-8.53568, 0.72675, -3.63394], [-9.66523, -0.55871, -1.08581], [-8.06581, 0.15179, -1.25729], [-8.47824, -1.31718, -2.17212], [-10.57191, 1.55777, -1.82940], [-3.28463, 4.85226, 1.76440], [-2.75050, 4.31774, 0.44510], [-1.99944, 5.39221, -0.32485], [-3.83639, 3.84176, -0.34597], [-3.98858, 5.67531, 1.59751], [-3.83341, 4.07156, 2.30187], [-2.47168, 5.21186, 2.40270], [-2.08580, 3.46789, 0.63436], [-2.65784, 6.23442, -0.56579], [-1.63130, 4.99675, -1.27766], [-1.14785, 5.76810, 0.25080], [-4.43192, 4.58975, -0.51905], [6.31537, 2.82523, 5.08872], [6.84950, 2.29071, 3.76943], [7.60056, 3.36518, 2.99947], [5.76361, 1.81474, 2.97835], [5.61142, 3.64829, 4.92184], [5.76659, 2.04454, 5.62619], [7.12832, 3.18483, 5.72703], [7.51420, 1.44086, 3.95868], [6.94216, 4.20739, 2.75854], [7.96870, 2.96973, 2.04666], [8.45215, 3.74108, 3.57513], [5.16808, 2.56272, 2.80528], [0.69684, 6.87022, -3.23723], [1.20095, 7.62644, -2.01840], [0.73947, 9.07496, -2.03490], [2.62542, 7.58494, -1.99266], [1.08083, 7.31625, -4.16158], [1.04699, 5.83265, -3.21818], [-0.39679, 6.87032, -3.27733], [0.84236, 7.13624, -1.10680], [1.12496, 9.59913, -2.91665], [1.11986, 9.61014, -1.15818], [-0.35298, 9.14126, -2.03897], [2.95276, 8.01810, -2.79846]],
  "forces_ev_per_angstrom": [[0.635, -0.300, -0.160], [-0.699, 0.283, 1.462], [0.691, -1.048, 0.219], [0.035, 0.314, 0.426], [0.535, -0.143, -0.756], [-1.068, 0.560, 1.484], [0.523, -0.597, -1.371], [-0.133, -0.989, 0.691], [-0.585, 0.477, -0.774], [-0.362, 0.115, 0.020], [-0.080, -0.228, 0.069], [1.404, 0.054, -0.484], [0.931, 0.562, -1.263], [1.351, 0.957, 0.195], [-0.716, -0.315, -0.285], [-3.965, -0.073, 0.057], [-1.645, 3.784, 5.456], [1.379, -5.887, -0.533], [1.363, -0.100, -6.244], [2.388, 1.208, 0.461], [2.751, -1.417, 1.283], [-1.283, -0.193, 0.002], [0.123, -1.001, -0.020], [-1.789, 1.998, 1.738], [0.429, 0.098, -1.261], [-0.800, -0.488, 0.960], [-0.205, -1.420, 1.810], [0.004, -1.670, -2.092], [1.848, 1.929, -0.302], [-0.238, 1.427, 1.740], [0.012, 1.634, -1.928], [-1.773, 1.278, -1.314], [1.126, -1.468, -1.542], [-2.119, -1.097, -0.565], [-0.593, 1.888, 1.387], [2.516, -0.148, -0.622], [-1.296, -1.914, -0.294], [1.120, -2.092, 1.066], [-2.261, 0.138, 0.472], [0.461, 1.555, -1.633], [-1.311, 1.278, 1.726], [1.401, 2.031, -0.621], [-0.333, 0.297, 2.280], [1.023, -1.200, 2.023], [-0.971, -1.642, -1.206], [0.032, 2.177, -1.176], [1.833, 0.244, 1.375], [-1.791, -1.927, 0.039], [-0.926, 1.120, -2.234], [0.964, -1.975, 0.213], [-2.178, -0.709, 0.839], [0.663, 1.554, 2.111], [-2.150, 0.341, 0.364], [1.151, -2.080, -0.185], [-0.481, 0.297, -2.339], [-1.750, 1.836, 0.734], [0.887, 1.529, -1.942], [1.456, -1.769, -0.275], [0.985, -1.362, 0.555], [1.900, 0.108, 1.377], [-0.429, 1.139, -1.994], [0.768, 0.067, 1.409], [-0.714, 1.048, -0.827], [-0.067, -0.395, 0.007], [-0.138, 0.434, -0.670], [-0.056, 0.177, 0.397], [0.315, -0.143, 0.111], [-0.087, 0.108, 0.106], [-0.088, 0.111, 0.054], [0.093, 0.009, -0.039], [0.241, 0.012, -0.037], [-0.081, -0.142, -0.044], [-0.089, -0.086, -0.098], [0.087, 0.031, -0.036], [-0.166, -0.170, 0.383], [-0.089, -0.367, -0.012], [-0.003, 0.395, -0.592], [-0.063, 0.204, 0.328], [0.306, -0.069, 0.040], [-0.086, 0.103, 0.096], [-0.090, 0.126, 0.057], [0.100, 0.001, -0.048], [0.259, 0.074, -0.045], [-0.066, -0.160, -0.100], [-0.192, -0.144, -0.036], [0.119, 0.075, 0.036], [-0.202, -0.177, 0.357], [-0.051, 0.006, -0.373], [-0.517, -0.297, 0.408], [0.357, -0.036, 0.109], [-0.019, 0.219, 0.044], [0.154, -0.061, 0.049], [0.127, -0.095, 0.088], [-0.082, 0.070, 0.042], [-0.128, 0.196, 0.118], [-0.019, -0.043, -0.163], [-0.064, -0.063, -0.128], [-0.049, 0.052, 0.077], [0.338, 0.046, -0.278], [-0.015, -0.176, 0.311], [-0.265, 0.639, 0.118], [0.309, -0.038, -0.223], [-0.203, -0.157, -0.260], [0.136, 0.042, -0.118], [0.214, 0.079, -0.070], [-0.134, -0.064, -0.040], [-0.245, -0.003, -0.088], [0.006, -0.029, 0.157], [0.009, -0.004, 0.138], [-0.088, -0.001, -0.059], [0.277, -0.307, 0.128], [-0.020, -0.187, 0.318], [-0.286, 0.642, 0.001], [0.306, -0.045, -0.208], [-0.192, -0.160, -0.172], [0.155, 0.011, -0.067], [0.143, 0.071, -0.076], [-0.111, -0.002, -0.042], [-0.226, -0.028, -0.143], [0.015, -0.047, 0.164], [-0.009, 0.003, 0.175], [-0.091, 0.006, -0.081], [0.289, -0.294, 0.111], [-0.126, -0.348, -0.006], [0.048, 0.331, -0.600], [-0.112, 0.203, 0.295], [0.246, -0.041, 0.050], [-0.083, 0.103, 0.104], [-0.087, 0.131, 0.069], [0.101, -0.005, -0.045], [0.258, 0.029, -0.070], [-0.089, -0.141, -0.029], [-0.097, -0.133, -0.083], [0.110, 0.038, -0.023], [-0.189, -0.186, 0.354]]
}